{"formula": "C46H68Cl4F32O10", "method": "the ωB97M-V functional and the def2-TZVPD basis", "lumo_energy_ev": 0.222, "e_tot_ha": -7582.40125, "homo_ev": -9.2006, "species": ["F", "C", "F", "C", "F", "F", "C", "O", "C", "F", "F", "C", "F", "F", "H", "H", "H", "H", "F", "C", "F", "C", "F", "F", "C", "O", "C", "F", "F", "C", "F", "F", "H", "H", "H", "H", "F", "C", "F", "C", "F", "F", "C", "O", "C", "F", "F", "C", "F", "F", "H", "H", "H", "H", "F", "C", "F", "C", "F", "F", "C", "O", "C", "F", "F", "C", "F", "F", "H", "H", "H", "H", "C", "C", "C", "O", "C", "H", "H", "H", "H", "H", "H", "H", "H", "C", "C", "C", "O", "C", "H", "H", "H", "H", "H", "H", "H", "H", "C", "C", "C", "O", "C", "H", "H", "H", "H", "H", "H", "H", "H", "C", "C", "C", "O", "C", "H", "H", "H", "H", "H", "H", "H", "H", "C", "C", "C", "O", "C", "H", "H", "H", "H", "H", "H", "H", "H", "C", "C", "C", "O", "C", "H", "H", "H", "H", "H", "H", "H", "H", "Cl", "C", "Cl", "H", "H", "Cl", "C", "Cl", "H", "H"], "xyz": [[3.295539, -4.077870, -0.737777], [3.754488, -3.932511, 0.539329], [5.097251, -3.746033, 0.457552], [3.082904, -2.750222, 1.239259], [1.769626, -3.017292, 1.444405], [3.191918, -1.614320, 0.494659], [3.762567, -2.425390, 2.566846], [3.735872, -3.543252, 3.451160], [4.545725, -3.417148, 4.561477], [5.828917, -3.216993, 4.157258], [4.235302, -2.336365, 5.289908], [4.470088, -4.767836, 5.279874], [5.313219, -4.828586, 6.324021], [3.197558, -4.958111, 5.706042], [3.476531, -4.827508, 1.108721], [3.202494, -1.606750, 3.024552], [4.790810, -2.109021, 2.400076], [4.721196, -5.561135, 4.572863], [-8.040917, -2.676380, -0.211400], [-7.933527, -2.200898, 1.059574], [-9.165922, -1.795568, 1.475429], [-7.364627, -3.265015, 2.007998], [-8.040979, -4.431353, 1.933665], [-7.518504, -2.790753, 3.266028], [-5.905392, -3.542847, 1.711646], [-5.223724, -2.296248, 1.876690], [-3.899426, -2.323075, 1.550282], [-3.207931, -3.214128, 2.282687], [-3.721585, -2.695555, 0.257963], [-3.358794, -0.897919, 1.801209], [-2.080159, -0.812692, 1.398958], [-4.103916, 0.063319, 1.222686], [-7.263512, -1.335810, 1.045553], [-5.829666, -3.926895, 0.691667], [-5.486863, -4.318815, 2.351858], [-3.418807, -0.700236, 2.875519], [-6.070456, 3.631161, -2.732659], [-4.849153, 3.479315, -2.151349], [-4.358085, 2.255817, -2.466072], [-3.921868, 4.607331, -2.628931], [-3.821283, 4.588858, -3.984257], [-2.673615, 4.382560, -2.130409], [-4.451683, 5.978754, -2.199894], [-4.519218, 6.030966, -0.796387], [-4.317562, 7.264562, -0.207837], [-3.016172, 7.551300, -0.385080], [-5.035213, 8.172896, -0.899855], [-4.771147, 7.238189, 1.248246], [-4.781638, 8.452468, 1.860370], [-6.044701, 6.774862, 1.321814], [-4.959537, 3.543206, -1.063827], [-5.428828, 6.180508, -2.636929], [-3.744931, 6.669911, -2.669684], [-4.140753, 6.598558, 1.871494], [4.516032, 1.665326, 9.198244], [3.856036, 1.944982, 8.042353], [4.116050, 3.225190, 7.687899], [4.160981, 0.997174, 6.877164], [3.674098, -0.234681, 7.177542], [5.495747, 0.906917, 6.644909], [3.526931, 1.447485, 5.566084], [2.155513, 1.751982, 5.766171], [1.423105, 1.806086, 4.602219], [1.807239, 2.909866, 3.908222], [1.719785, 0.753323, 3.801350], [-0.073262, 1.906678, 4.940889], [-0.836042, 1.842219, 3.824264], [-0.460680, 0.923796, 5.785858], [2.797933, 1.846958, 8.305101], [3.670292, 0.588395, 4.908033], [4.074712, 2.283581, 5.131466], [-0.271044, 2.861043, 5.439583], [0.650691, -0.498470, -5.585627], [-0.176508, 0.746726, -5.565002], [-1.589891, 0.272831, -5.244405], [-1.472065, -1.092679, -4.905986], [-0.118642, -1.461439, -4.653414], [1.701591, -0.346721, -5.333670], [0.657552, -0.933023, -6.588321], [-0.156862, 1.264344, -6.527065], [0.184669, 1.484644, -4.851941], [-2.234376, 0.480457, -6.101653], [-2.016904, 0.869605, -4.429499], [0.076441, -2.477000, -4.993986], [0.209538, -1.404902, -3.611030], [-0.852141, 0.329916, -1.201747], [0.411967, 0.025584, -0.398678], [0.510734, 1.143640, 0.640522], [-0.116805, 2.250328, 0.004236], [-1.188794, 1.779636, -0.794866], [-1.691344, -0.338631, -1.008920], [-0.697621, 0.203683, -2.275202], [1.263425, 0.069447, -1.080198], [0.365642, -0.955284, 0.075433], [1.554724, 1.294489, 0.922522], [-0.056349, 0.943071, 1.555324], [-1.373013, 2.468508, -1.617922], [-2.079127, 1.809207, -0.152878], [5.654756, -0.745774, -2.079341], [4.244416, -0.468557, -2.512956], [3.778049, -1.716868, -3.243364], [4.959421, -2.225935, -3.858075], [6.062182, -1.920314, -2.996678], [5.741644, -1.045627, -1.029822], [6.335344, 0.100028, -2.173459], [4.299175, 0.375552, -3.208554], [3.525064, -0.212652, -1.730546], [2.992748, -1.548688, -3.980094], [3.341509, -2.443377, -2.548043], [6.893393, -1.578039, -3.616653], [6.417213, -2.791474, -2.444496], [-1.458972, -4.670774, -3.465457], [-1.434987, -4.455605, -1.943689], [0.015358, -4.104388, -1.581596], [0.693151, -4.140326, -2.819405], [0.003192, -5.024814, -3.690351], [-1.789717, -3.734530, -3.919338], [-2.177302, -5.420972, -3.794119], [-1.825583, -5.328895, -1.418226], [-2.051519, -3.618764, -1.600316], [0.422169, -4.823748, -0.853342], [0.225035, -3.152307, -1.087739], [0.165242, -6.049574, -3.336335], [0.329851, -4.885946, -4.718039], [5.584088, 2.212434, 1.310959], [7.010550, 1.658245, 1.279512], [7.020971, 0.435127, 2.207535], [5.636954, 0.211994, 2.541762], [4.797178, 0.971617, 1.704556], [5.236903, 2.578756, 0.344523], [5.447574, 3.012817, 2.037440], [7.730654, 2.403884, 1.635023], [7.448264, 1.465483, 0.298316], [7.504009, 0.539825, 3.179617], [7.458694, -0.439864, 1.718191], [3.941142, 1.337780, 2.276940], [4.486506, 0.473848, 0.780638], [-6.198218, -0.659243, -2.732692], [-4.705350, -0.862240, -2.627406], [-4.398353, -1.792369, -3.810965], [-5.579137, -2.603804, -3.981099], [-6.675648, -2.008461, -3.272265], [-6.376122, 0.167648, -3.425196], [-6.642291, -0.408973, -1.769301], [-4.462378, -1.447980, -1.739905], [-4.082296, 0.029618, -2.677999], [-3.604063, -2.475859, -3.521315], [-4.204220, -1.222552, -4.718654], [-6.981312, -2.612969, -2.410447], [-7.496302, -2.017026, -3.991234], [1.476004, 3.111110, -3.058529], [2.630656, 2.973891, -1.726987], [2.726843, 4.500001, -0.836524], [2.369956, 2.224020, -0.985280], [3.599435, 2.659684, -2.106395], [0.224325, 6.843602, 0.834674], [-0.355049, 5.165180, 0.736237], [-1.959957, 4.942781, 1.426469], [-0.390235, 4.872232, -0.305137], [0.297590, 4.533757, 1.324529]], "forces_ev_per_a": [[0.02, 0.17, 0.55], [-0.69, -0.33, -0.63], [-0.39, -0.03, 0.32], [0.89, 0.36, 0.76], [0.14, -0.08, -0.35], [-0.25, -0.28, -0.15], [-0.09, 0.45, 0.37], [0.05, -0.22, 0.32], [0.13, 0.08, -1.40], [0.19, -0.17, 0.17], [-0.29, -0.25, 0.32], [-0.35, -0.19, -0.06], [-0.09, 0.25, 0.09], [0.20, 0.07, 0.17], [0.50, -0.07, -0.14], [0.02, 0.11, -0.15], [-0.09, 0.10, -0.20], [0.04, 0.06, -0.02], [0.03, -0.16, 0.45], [-0.35, 0.60, -0.10], [0.43, -0.37, -0.17], [0.05, -0.11, 0.05], [-0.12, 0.00, -0.21], [0.11, 0.09, 0.10], [0.09, -0.27, -0.25], [0.50, -0.39, -0.11], [-0.59, 0.67, -0.63], [0.08, 0.04, 0.24], [0.02, 0.07, 0.01], [-0.14, -0.08, 1.41], [0.01, -0.02, -0.27], [0.04, -0.27, -0.70], [-0.15, -0.04, 0.02], [0.00, 0.29, -0.12], [-0.23, 0.14, 0.36], [0.23, -0.18, 0.05], [0.35, -0.08, 0.01], [0.07, 0.02, 0.44], [-0.05, 0.36, -0.18], [-0.49, -0.19, 0.07], [-0.09, 0.06, 0.23], [-0.38, 0.19, 0.01], [0.56, 0.10, -0.99], [-0.26, -0.14, 1.19], [-0.13, -0.84, -1.98], [0.08, 0.75, 0.70], [-0.01, 0.60, 0.19], [-0.14, -0.41, 1.74], [0.30, 0.04, -0.91], [0.14, -0.02, -0.46], [-0.04, -0.07, -0.11], [-0.05, -0.27, -0.05], [0.03, 0.25, 0.46], [0.10, -0.11, -0.40], [0.44, -0.11, -0.68], [-0.96, -0.17, 0.91], [0.24, -0.16, -0.11], [-0.03, 0.47, -0.27], [0.25, 0.18, 0.28], [-0.18, -0.13, 0.22], [0.73, -0.32, -0.23], [-0.77, -0.31, -0.40], [1.13, -0.09, 0.50], [-0.41, 0.02, -0.23], [-0.54, 0.01, 0.04], [-0.49, 0.49, 0.47], [0.41, -0.15, 0.04], [0.31, -0.13, -0.34], [-0.03, 0.14, -0.33], [-0.16, 0.03, -0.06], [-0.06, 0.17, 0.25], [0.16, 0.00, -0.13], [0.56, -0.88, 0.07], [0.00, 1.28, -0.44], [0.42, 0.88, 0.19], [-0.56, -0.80, 0.45], [0.77, 0.69, -1.28], [-0.10, 0.06, 0.23], [-0.11, -0.03, 0.02], [0.03, -0.07, -0.01], [0.02, -0.16, 0.28], [-0.19, -0.80, -0.05], [0.01, -0.25, 0.24], [-0.45, -0.15, 0.18], [-0.38, 0.24, 0.13], [-0.44, 0.22, -0.40], [-0.18, -0.42, 0.15], [-0.83, -0.57, -0.33], [1.22, 0.76, -0.16], [-0.59, -0.36, 0.43], [0.08, 0.01, 0.39], [0.24, 0.33, 0.02], [0.16, -0.12, 0.17], [0.20, -0.03, -0.09], [-0.06, 0.67, -0.09], [0.11, -0.36, 0.00], [0.33, -0.05, -0.02], [-0.16, -0.17, -0.17], [0.54, -0.93, 0.85], [-0.98, 0.96, -0.42], [0.10, -0.29, 0.33], [0.07, 0.10, 0.30], [0.49, 0.54, -0.46], [-0.25, -0.10, -0.03], [-0.15, 0.08, -0.26], [-0.35, -0.06, -0.10], [0.25, 0.09, 0.16], [0.31, 0.15, -0.27], [0.25, -0.06, 0.11], [-0.04, -0.29, -0.25], [-0.31, -0.14, 0.09], [-0.32, 0.41, 0.56], [-0.96, 0.64, 0.88], [0.14, -0.85, 0.13], [1.00, 0.24, -0.42], [-0.58, 0.25, 0.37], [0.50, -0.02, -0.36], [0.15, -0.21, 0.16], [0.32, -0.07, 0.08], [-0.28, -0.13, -0.36], [0.10, -0.31, -0.36], [-0.46, 0.29, -0.43], [0.12, -0.16, -0.36], [0.31, -0.01, 0.10], [0.26, -0.42, -0.42], [1.51, 1.04, 0.42], [-0.67, -0.05, -0.06], [-0.19, -0.53, -0.03], [-0.20, 1.21, -0.05], [0.15, 0.12, -0.01], [0.20, -0.05, 0.07], [-0.22, 0.04, 0.30], [-0.69, -0.46, -0.21], [0.28, 0.36, -0.21], [-0.19, -0.06, -0.04], [-0.28, -0.68, -0.01], [-0.07, -0.47, 0.25], [-0.11, 0.49, -0.43], [0.70, -0.90, -0.33], [-0.75, -0.21, 0.72], [0.20, 0.41, 0.38], [0.01, -0.23, -0.09], [-0.25, -0.08, -0.01], [-0.16, 0.00, -0.07], [0.02, 0.29, 0.26], [-0.21, -0.01, 0.21], [0.35, 0.16, -0.55], [0.25, -0.22, -0.14], [0.18, -0.30, -0.22], [-0.21, 0.47, 0.24], [0.13, -0.32, 0.26], [0.23, -0.24, 0.41], [0.26, 0.02, -0.03], [-0.67, -0.01, -0.29], [0.04, 0.52, -0.27], [-0.13, -0.17, 0.03], [0.26, 0.06, 0.04], [-0.37, -0.01, 0.13], [0.08, -0.04, 0.04], [0.18, 0.03, -0.24]], "mulliken_charge": [-0.203, -0.170, -0.294, 1.323, -0.287, 0.212, -0.988, -0.548, 0.867, -0.321, -0.184, 0.220, -0.276, -0.248, 0.265, 0.185, 0.388, 0.254, -0.234, 0.172, -0.293, 1.063, -0.317, -0.302, -0.899, -0.350, 0.579, -0.322, -0.154, 0.147, -0.046, -0.247, 0.207, 0.256, 0.433, 0.217, -0.340, 0.101, -0.141, 0.927, -0.339, -0.126, -0.985, -0.244, 0.754, -0.275, -0.303, 0.514, -0.281, -0.256, 0.281, 0.311, 0.408, 0.001, -0.289, 0.091, -0.266, 1.014, -0.300, -0.309, -0.277, -0.445, 0.829, -0.330, -0.183, 0.175, -0.129, -0.282, 0.221, -0.019, 0.340, 0.236, -0.428, -0.128, -0.264, -0.380, 0.262, 0.304, 0.313, 0.483, -0.469, 0.534, -0.110, 0.146, -0.177, 1.533, 1.398, -0.585, -0.267, -0.128, -0.339, -1.068, -0.800, -0.013, -0.095, 0.017, 0.103, 0.010, -0.371, 0.964, 0.549, -0.484, -0.646, -0.126, 0.401, 0.329, -0.818, -0.235, -0.182, 0.305, 0.304, 0.076, 0.267, 0.602, -0.263, -0.948, -0.303, 0.517, 0.432, -0.474, 0.169, -0.694, 0.338, 0.453, -0.205, -0.840, -0.510, -0.199, 1.290, 0.178, 0.330, 0.356, 0.270, 0.337, 0.237, -0.495, -0.825, -0.560, 1.263, -0.052, -0.502, -0.357, 0.253, 0.315, -0.581, -0.253, -0.281, 0.380, 0.045, 0.346, -0.167, 0.671, -0.150, -0.981, 0.506, -0.191, 0.469, -0.196, -0.105, 0.002]}